[1]
DFT (ωB97M-V with the def2-TZVPD basis set) results for 4 unconnected molecules or ions with the total composition C9H21BrN3O3 at a distorted geometry.

Values from the calculation:
Frontier orbital gap = 8.78 eV
Charge = -1
ΔE to the lowest compared entry with this formula, charge and spin = 26.6 kcal/mol
Max |F| = 9.88 eV/Å
Lowest unoccupied orbital energy = 3.1 eV

Each line ends with the Mulliken charge.
Geometry (Å):
C1 -1.877 3.358 -2.854  -1.2934
N1 2.704 -1.246 -1.014  -0.0626
C2 -0.540 0.674 3.375  -0.9593
N2 -2.556 2.267 -2.274  0.0029
H1 1.476 -2.506 1.380  0.0009
C3 0.791 -2.758 2.290  -0.7294
C4 3.011 0.550 0.589  -0.6067
O1 -4.600 2.901 -2.687  -0.6970
H2 2.668 -3.196 -1.240  0.5137
C5 -4.420 0.760 -1.527  -0.7884
H3 -1.901 4.169 -2.195  0.3476
H4 -5.025 0.194 -2.205  0.2921
H5 3.977 1.065 0.849  0.2833
H6 -0.150 -3.096 2.029  0.3338
O2 4.731 -1.044 -0.186  -0.7394
N3 -0.146 -0.612 2.640  0.0415
H7 4.016 -2.663 -1.967  0.3698
H8 0.041 1.528 2.884  0.2400
H9 -0.273 0.680 4.443  0.3358
H10 -3.632 -0.047 -1.492  0.1542
H11 -2.043 1.594 -1.808  0.0292
H12 2.215 1.247 0.082  0.2120
H13 1.413 -3.559 2.769  0.2751
H14 1.827 -1.120 -1.049  0.1331
C6 2.970 -2.487 -1.768  -1.3559
H15 2.529 -2.561 -2.673  0.4356
H16 -2.236 3.437 -3.692  0.4615
Br1 -0.643 -0.234 -0.615  -0.8981
C7 0.454 -1.644 3.188  0.7800
C8 -3.903 1.972 -2.274  0.7189
H17 -0.884 3.131 -2.814  0.4450
H18 2.541 0.106 1.278  0.0438
H19 -5.104 0.947 -0.690  0.2526
O3 0.721 -1.670 4.432  -0.7435
C9 3.520 -0.663 -0.216  0.7706
H20 -1.479 1.044 3.331  0.3890
H21 -0.189 -0.504 1.672  0.0118

Force components x, y, z for each atom (eV/Å):
1.355 -1.458 8.065
5.044 -3.853 -2.869
5.043 -0.487 -0.517
-2.292 -2.856 0.830
-1.758 0.090 1.287
3.875 -0.602 -1.016
3.485 3.516 -6.445
-1.406 -0.936 -0.465
-2.631 -6.467 4.637
1.068 -1.566 -1.453
-0.782 2.007 0.539
-1.047 0.156 -0.912
-1.394 -0.281 0.234
-1.665 -1.310 -1.322
-1.973 1.001 0.720
-1.716 3.055 2.291
0.467 0.404 0.303
-0.339 -1.182 0.628
0.235 -0.572 -0.570
-0.306 1.208 1.343
1.744 -1.583 1.046
1.750 -1.448 0.513
-0.990 0.804 0.139
-8.289 2.359 0.285
4.560 5.724 -1.071
-1.935 0.574 -2.899
-3.332 2.021 -9.082
0.071 0.012 -0.199
1.811 0.643 4.324
1.227 3.767 0.670
2.846 -0.972 -0.621
-3.441 -2.750 6.315
0.944 0.185 0.086
-0.628 -0.328 -2.290
4.260 1.269 0.315
-3.584 -0.010 -0.693
-0.279 -0.131 -2.147

[2]
DFT (ωB97M-V with the def2-TZVPD basis set) results for a molecular structure, C9H21ClIO2P2W at a distorted geometry.

Values from the calculation:
Frontier orbital gap (alpha / beta) = 6.90 / 4.30 eV
Charge = +3
ΔE to the lowest compared entry with this formula, charge and spin = 20.5 kcal/mol
Max |F| = 6.14 eV/Å
Multiplicity = 3
Lowest unoccupied orbital energy (alpha / beta) = -12.2 / -14.4 eV

Each line ends with the Mulliken charge.
Geometry (Å):
H1 2.427 -0.859 -1.098  0.2506
H2 2.693 0.890 -0.973  0.3638
H3 4.016 -0.240 -0.521  0.4152
P1 2.284 -0.088 1.200  0.7385
H4 2.791 -1.710 2.985  0.4201
C1 -3.010 -1.583 1.911  -1.3454
H5 -2.567 -2.462 1.418  0.4350
Cl1 -0.017 -1.889 3.430  -0.2011
O1 0.027 2.841 2.383  -0.2954
C2 0.006 0.697 -5.099  0.5461
C3 3.249 1.208 2.069  -1.1901
H6 2.520 -2.509 1.411  0.4349
H7 -2.819 -1.656 2.992  0.4203
C4 0.016 1.664 2.294  0.4099
C5 2.921 -0.077 -0.499  -0.9729
H8 0.893 -0.658 -6.524  0.3707
C6 2.981 -1.640 1.904  -1.3448
H9 -4.101 -1.590 1.736  0.4128
I1 -0.006 -0.602 -3.323  0.4336
H10 -4.021 -0.170 -0.515  0.4151
H11 4.334 1.040 1.948  0.4118
H12 3.008 1.212 3.143  0.3932
O2 0.017 1.889 -4.899  -0.1409
H13 -2.680 0.937 -0.970  0.3638
H14 -0.902 -0.647 -6.522  0.3712
C7 -3.225 1.270 2.071  -1.1897
H15 -2.931 2.247 1.659  0.4106
H16 -2.444 -0.816 -1.093  0.2510
C8 -0.001 -0.030 -6.424  -0.9059
H17 -2.984 1.269 3.145  0.3934
H18 4.071 -1.668 1.726  0.4130
C9 -2.924 -0.026 -0.495  -0.9731
H19 -4.312 1.122 1.949  0.4115
H20 0.003 0.724 -7.222  0.3398
P2 -2.286 -0.046 1.203  0.7395
H21 2.974 2.191 1.657  0.4106
W1 -0.002 -0.233 1.939  0.5832

Force components x, y, z for each atom (eV/Å):
0.295 0.143 0.248
0.177 -0.225 0.166
-0.562 0.070 0.269
2.910 0.068 0.430
0.154 0.077 -0.398
0.232 -0.381 0.060
-0.175 0.197 0.170
0.011 0.911 -0.159
-0.044 -4.667 -0.211
0.033 3.504 -1.884
-0.338 0.232 -0.111
0.179 0.191 0.169
-0.155 0.079 -0.401
0.058 6.067 0.924
-0.537 0.128 -0.768
-0.099 0.027 0.290
-0.244 -0.371 0.057
0.437 0.181 0.018
0.001 0.170 0.220
0.561 0.062 0.265
-0.479 -0.005 -0.056
0.071 -0.083 -0.320
-0.037 -4.036 0.570
-0.180 -0.222 0.165
0.101 0.026 0.290
0.342 0.224 -0.112
-0.218 -0.193 0.128
-0.292 0.147 0.245
-0.001 0.335 -0.237
-0.073 -0.081 -0.320
-0.432 0.189 0.020
0.538 0.116 -0.762
0.478 -0.014 -0.055
0.001 -0.064 0.249
-2.903 0.127 0.429
0.214 -0.197 0.128
-0.025 -2.733 0.285

[3]
DFT (ωB97M-V with the def2-TZVPD basis set) results for 4 unconnected molecules or ions with the total composition C9H21ClN3O3 at a distorted geometry.

Values from the calculation:
Frontier orbital gap = 7.33 eV
Charge = -1
ΔE to the lowest compared entry with this formula, charge and spin = 48.6 kcal/mol
Max |F| = 3.50 eV/Å
Lowest unoccupied orbital energy = 2.8 eV

Each line ends with the Mulliken charge.
Geometry (Å):
C1 -3.235 -3.203 -1.104  -1.0670
C2 -4.091 -1.963 -1.449  0.7472
H1 -0.391 5.420 4.870  0.2684
Cl1 0.547 -0.013 1.373  -0.9779
H2 2.270 -5.166 0.276  0.3432
C3 0.492 5.078 4.330  -0.8761
O1 -5.185 -2.089 -1.992  -0.6713
H3 -2.183 -3.214 -1.389  0.3479
H4 0.329 4.058 2.452  0.2480
H5 -0.513 5.823 -0.165  0.2775
C4 -0.789 5.306 0.754  -0.9747
C5 -0.449 5.830 2.131  0.7135
H6 -1.872 5.202 0.679  0.2289
H7 -3.613 -4.067 -1.651  0.2979
H8 5.893 -2.227 -1.780  0.2256
H9 -0.458 4.285 0.560  0.3189
H10 3.740 -5.978 -0.317  0.2599
H11 4.161 -1.759 -1.500  0.3089
O2 5.138 -4.702 -2.310  -0.6739
H12 0.816 4.110 4.713  0.3635
H13 2.966 -3.143 -0.746  0.2153
C6 -4.280 0.539 -1.417  -0.8144
H14 -2.680 -0.766 -0.752  0.1935
C7 4.428 -3.818 -1.803  0.6434
N1 3.450 -4.011 -0.927  -0.1843
C8 4.850 -2.411 -2.038  -0.8485
N2 0.178 4.955 2.890  -0.2065
H15 -5.111 0.452 -2.118  0.2971
H16 1.384 5.691 4.456  0.2623
H17 -3.330 -3.335 -0.026  0.2717
O3 -0.814 6.925 2.441  -0.6307
H18 4.882 -2.204 -3.108  0.2394
H19 -4.687 0.815 -0.444  0.2896
H20 -3.574 1.332 -1.660  0.2938
H21 2.402 -5.683 -1.464  0.2709
C9 2.924 -5.307 -0.584  -0.8040
N3 -3.594 -0.761 -1.182  -0.1971

Force components x, y, z for each atom (eV/Å):
-0.322 0.206 -0.150
-0.546 -0.882 -1.352
0.304 0.224 0.079
-0.080 0.023 -0.123
-0.110 -0.247 -0.200
0.189 -0.191 -1.039
-0.108 -0.326 0.204
0.102 0.812 0.249
0.125 0.002 0.303
0.357 0.773 0.600
-0.562 -1.485 -1.083
-0.411 -0.350 -2.154
-0.188 0.275 0.257
-0.556 0.151 0.296
-0.158 -0.300 0.640
0.298 -0.156 0.287
-0.048 0.036 -0.096
0.357 0.603 -0.256
-1.227 -0.094 0.413
-0.421 -0.172 -0.207
-0.505 -0.483 0.602
0.207 -0.907 1.268
0.016 0.453 0.069
3.190 -1.172 -0.846
-0.270 0.939 -0.016
-0.442 0.866 -0.312
1.082 -1.813 1.506
0.402 -0.200 -0.087
-0.372 0.547 0.169
0.182 -0.322 -0.012
-0.395 2.201 1.244
-0.580 0.022 -0.059
-0.328 0.249 -0.041
0.082 -0.351 -0.381
-0.217 -0.439 0.278
-0.053 0.359 -0.086
1.006 1.150 0.032

[4]
DFT (ωB97M-V with the def2-TZVPD basis set) results for 7 unconnected molecules or ions with the total composition C9H21FN6O15 at a distorted geometry.

Values from the calculation:
Frontier orbital gap = 10.81 eV
ΔE to the lowest compared entry with this formula, charge and spin = 63.5 kcal/mol
Max |F| = 5.11 eV/Å
SMILES = O=C1OC[C@@H](F)O1.C[N+](=O)[O-].C[N+](=O)[O-].C[N+](=O)[O-].C[N+](=O)[O-].C[N+](=O)[O-].C[N+](=O)[O-]
Lowest unoccupied orbital energy = -0.3 eV

Each line ends with the Mulliken charge.
Geometry (Å):
H1 -3.231 3.009 -21.975  0.2718
C1 -7.991 2.902 -14.194  -0.6764
O1 -9.610 4.305 -13.351  -0.4951
H2 0.563 6.535 -13.428  0.2521
N1 -9.432 3.274 -14.042  0.7973
H3 6.311 9.085 -14.027  0.2963
H4 1.465 -0.993 -17.428  0.2907
C2 6.751 3.710 -11.990  -0.6919
N2 1.091 -0.019 -15.734  0.8540
C3 1.296 7.825 -15.802  0.6888
H5 7.509 2.947 -12.165  0.3088
O2 2.062 0.182 -9.643  -0.5314
C4 0.837 6.116 -14.396  -0.3952
N3 -1.868 1.807 -20.906  0.7938
H6 1.188 5.102 -14.205  0.2566
H7 -7.297 3.660 -14.558  0.2788
H8 0.472 -2.054 -16.441  0.2933
N4 7.996 9.933 -13.334  0.8231
O3 1.872 6.826 -15.081  -0.3094
O4 0.064 7.403 -16.128  -0.2956
O5 2.021 0.688 -15.951  -0.5067
H9 5.972 3.579 -12.741  0.2758
H10 5.932 10.405 -12.983  0.3327
O6 8.784 9.063 -13.747  -0.4999
H11 -7.642 2.672 -13.188  0.2721
H12 7.278 4.638 -12.212  0.2720
H13 -3.255 1.231 -22.426  0.3065
H14 2.234 -1.774 -16.056  0.2772
O7 6.711 2.897 -9.750  -0.5118
N5 1.045 0.860 -9.579  0.8899
C5 1.297 -1.343 -16.409  -0.6843
H15 6.434 8.829 -12.248  0.2566
H16 -7.859 2.037 -14.844  0.3093
H17 -0.731 0.716 -8.500  0.2840
O8 2.002 8.777 -16.202  -0.5544
O9 0.138 0.048 -14.994  -0.5245
O10 0.908 2.004 -9.811  -0.5182
O11 -2.071 0.760 -20.285  -0.4966
C6 6.578 9.531 -13.069  -0.7207
O12 8.153 11.157 -13.299  -0.4875
H18 -0.739 -0.087 -10.086  0.2583
H19 -0.347 5.463 -16.133  0.3263
C7 -2.657 2.097 -22.141  -0.6758
O13 -10.270 2.608 -14.601  -0.4861
C8 -0.289 6.263 -15.394  0.3108
N6 6.245 3.709 -10.569  0.8445
H20 -2.007 2.175 -23.012  0.2890
C9 -0.150 0.101 -9.187  -0.6718
O14 -0.961 2.595 -20.622  -0.4891
H21 0.174 -0.799 -8.664  0.2892
O15 5.490 4.578 -10.319  -0.4967
F1 -1.404 6.365 -14.601  -0.2802

Force components x, y, z for each atom (eV/Å):
0.102 -0.200 -0.067
0.844 -0.961 0.304
-0.194 -2.118 -1.254
0.075 0.462 -0.148
0.790 2.352 0.422
-0.178 -0.439 0.234
0.156 -0.477 -0.165
1.078 -0.600 -0.763
-0.263 -4.289 0.182
4.353 1.596 -1.306
-0.309 -0.281 0.530
0.177 0.804 -0.217
0.943 -0.624 -0.640
1.681 -0.722 0.665
-0.155 -0.002 -0.314
-0.877 0.608 -0.034
-0.090 0.442 0.676
-0.158 0.549 -0.783
0.270 0.647 1.256
-1.232 1.762 -0.148
0.378 2.633 0.561
-0.351 0.076 0.589
0.553 0.060 0.370
-1.141 1.868 1.171
-0.132 -0.142 -0.037
-0.420 0.279 0.499
-0.354 0.139 0.796
-0.260 0.126 0.213
-0.680 0.968 -1.533
0.339 -3.149 0.544
0.096 0.009 -1.700
0.457 0.077 -0.149
-0.508 -0.003 0.176
0.020 0.068 -0.193
-3.812 -3.171 1.215
-0.032 1.587 0.239
0.237 2.598 -0.649
-0.245 1.338 -0.898
-0.517 -0.390 -0.850
0.960 -1.738 0.002
0.156 -0.127 0.095
-0.688 -0.142 0.289
-0.275 -0.525 -0.573
0.079 0.265 0.423
0.690 -1.001 1.058
2.473 -1.998 -0.022
0.499 0.579 0.502
-0.819 -0.224 0.813
-1.401 -0.614 -0.411
-0.108 0.036 -0.419
-1.788 1.570 0.695
-0.418 0.442 -1.245

[5]
DFT (ωB97M-V with the def2-TZVPD basis set) results for a molecular structure, C9H21I2O3P2Tc at a distorted geometry.

Values from the calculation:
Frontier orbital gap (alpha / beta) = 6.02 / 5.84 eV
Charge = +3
ΔE to the lowest compared entry with this formula, charge and spin = 32.6 kcal/mol
Max |F| = 4.81 eV/Å
Multiplicity = 4
Lowest unoccupied orbital energy (alpha / beta) = -14.5 / -14.9 eV

Each line ends with the Mulliken charge.
Geometry (Å):
C1 1.148 2.925 -1.450  -1.2217
P1 -0.346 -2.463 -0.701  1.0449
C2 -0.590 3.167 0.843  -1.0270
O1 -0.769 -0.140 2.545  -0.2187
C3 -1.674 2.898 -1.810  -1.1506
H1 -1.650 -2.592 -2.724  0.4528
H2 1.458 -0.938 2.697  0.2871
C4 -0.690 -0.226 1.394  0.6956
H3 1.993 2.834 -0.753  0.2346
H4 1.426 0.253 4.023  0.3829
H5 0.989 3.983 -1.708  0.4804
H6 -0.575 4.231 0.684  0.5797
H7 1.406 -2.603 -2.349  0.4502
O2 0.689 1.239 0.942  -0.0853
H8 2.890 0.013 3.071  0.4481
C5 -0.544 -3.399 0.866  -1.1378
H9 -1.456 3.948 -2.035  0.4599
I1 2.440 -0.224 -0.093  0.4907
H10 0.220 2.922 1.541  0.0441
H11 -1.429 -4.227 -2.013  0.4292
C6 -1.643 -3.172 -1.793  -1.3175
I2 -3.083 -0.132 -0.650  0.3847
H12 1.383 2.359 -2.362  0.4304
C7 1.174 -3.178 -1.444  -1.3408
H13 -1.674 2.308 -2.730  0.4646
C8 1.469 1.223 2.144  0.4207
H14 1.019 -4.234 -1.704  0.4406
P2 -0.406 2.289 -0.755  1.2961
H15 -1.501 -3.118 1.325  0.4072
H16 -2.647 2.802 -1.323  0.3784
H17 0.273 -3.121 1.548  0.3295
H18 2.012 -3.079 -0.743  0.3410
H19 -2.624 -3.076 -1.314  0.3780
H20 -1.532 2.855 1.306  0.4189
Tc1 -0.409 -0.175 -0.554  -0.5819
C9 1.797 0.049 3.001  -1.1465
H21 -0.524 -4.488 0.701  0.4350
O3 1.982 2.286 2.374  -0.3778

Force components x, y, z for each atom (eV/Å):
0.394 -0.925 -0.268
-0.347 -4.591 -1.393
-0.584 -0.619 0.607
-0.838 -0.867 -3.703
-0.573 -0.136 -0.694
-0.080 -0.292 0.015
-0.070 0.164 -0.051
-0.802 0.035 3.617
-0.400 0.086 -0.127
0.117 -0.022 -0.436
-0.120 -0.227 0.072
-0.311 0.624 -0.467
0.072 -0.293 0.015
1.221 -2.159 -0.955
-0.156 0.173 0.041
-0.043 0.939 0.466
-0.118 -0.090 -0.054
-0.555 -0.723 -1.354
-0.804 1.081 -0.588
-0.010 0.290 0.117
0.011 0.525 -0.045
1.457 -0.049 0.001
0.083 0.360 0.040
0.085 0.781 0.003
-0.165 0.279 -0.165
2.455 1.942 1.559
-0.080 0.284 0.130
0.218 3.074 0.434
0.187 -0.190 -0.003
0.038 0.156 -0.087
-0.209 -0.199 -0.079
-0.152 -0.184 -0.135
0.154 -0.126 -0.068
-0.061 0.335 -0.053
1.264 2.216 3.934
0.011 -0.749 0.747
0.040 0.391 -0.296
-1.329 -1.291 -0.775

[6]
DFT (ωB97M-V with the def2-TZVPD basis set) results for a molecular structure, C9H21N at a distorted geometry.

Values from the calculation:
Frontier orbital gap = 8.79 eV
ΔE to the lowest compared entry with this formula, charge and spin = 105.5 kcal/mol
Max |F| = 1.18 eV/Å
Lowest unoccupied orbital energy = 0.8 eV

Each line ends with the Mulliken charge.
Geometry (Å):
H1 1.600 -0.307 0.310  0.1543
H2 -0.281 -1.672 -0.728  0.3178
H3 -0.136 -0.352 -3.151  0.3770
H4 2.508 1.789 2.354  0.2483
H5 0.954 0.441 -1.925  0.3628
H6 -2.632 0.010 0.135  0.4483
H7 0.036 2.193 -0.473  0.2777
C1 2.128 -2.150 2.342  -1.2617
H8 -2.676 -0.394 -2.602  0.3718
C2 -1.590 -0.259 0.267  -0.7763
H9 0.357 -0.949 2.441  0.1710
C3 -2.466 0.652 -2.368  -1.5695
H10 3.215 -2.044 2.357  0.3395
H11 -3.297 1.040 -1.776  0.3741
C4 1.795 0.111 1.294  0.0608
H12 1.847 -2.652 1.414  0.3080
H13 -0.872 2.935 -1.797  0.3958
H14 1.696 -0.296 3.387  0.3982
N1 -1.213 -1.533 0.252  -0.4609
H15 -0.978 0.414 0.859  0.3006
H16 -1.952 -2.126 -0.128  0.3133
C5 -1.141 0.804 -1.646  1.3872
C6 2.299 1.335 1.391  -0.8182
C7 -0.906 2.162 -1.022  -1.4313
H17 -1.707 2.433 -0.330  0.3172
C8 1.439 -0.784 2.443  -0.2456
H18 -2.460 1.207 -3.313  0.3988
H19 0.102 -1.241 -1.504  -0.1571
H20 1.835 -2.796 3.172  0.3485
C9 -0.047 0.105 -2.171  -1.2543
H21 2.543 1.923 0.515  0.3039

Force components x, y, z for each atom (eV/Å):
0.022 -0.020 -0.072
-0.731 0.288 0.875
0.007 -0.059 0.012
-0.022 -0.028 0.019
0.002 0.159 -0.105
0.029 -0.021 0.018
0.010 -0.017 0.000
-0.046 0.116 0.034
0.015 -0.001 0.008
0.263 0.637 -0.864
0.022 0.018 -0.013
0.131 0.035 0.008
-0.035 -0.009 -0.006
0.032 -0.002 0.006
-0.050 0.120 0.083
0.008 0.012 0.007
-0.002 -0.008 0.030
0.002 0.001 -0.045
0.658 -0.520 -0.719
-0.032 0.075 0.026
0.053 0.038 -0.009
-0.385 -0.262 0.781
0.039 -0.134 -0.001
-0.005 -0.099 -0.021
-0.017 -0.015 0.007
0.051 -0.103 0.035
-0.004 -0.017 -0.002
-0.216 0.812 -0.542
0.019 0.025 -0.035
0.219 -1.007 0.503
-0.036 -0.015 -0.017

Among the records above, which one has the lowest ΔE to the lowest compared entry with this formula, charge and spin? C9H21ClIO2P2W

Which of these has the highest ΔE to the lowest compared entry with this formula, charge and spin? C9H21N

max |F| of number 6 (C9H21N)? 1.18 eV/Å

What is the formula in the fifth record? C9H21I2O3P2Tc